[1]
17
Properties=species:S:1:pos:R:3:forces:R:3 method="wB97M-V/def2-TZVPD" e_lumo_ev="0.7 / -3.9" multiplicity=3 s_squared=2.0102 e_above_lowest_ev=2.875 orbital_gap_ev="6.895 / 5.698" max_force_ha_per_bohr=0.148
C 2.952432 0.852249 0.495972 1.13 0.83 1.35
C -2.006671 1.698963 0.485834 5.25 -0.49 -2.50
C -0.480170 0.415852 -0.210341 7.25 1.38 -1.85
C 0.914694 -0.108116 -0.662686 -0.72 4.01 1.25
C -1.551690 -1.749655 0.303913 -1.97 0.14 3.89
C 2.532294 0.465035 -0.806802 -1.89 -1.77 -1.34
N 3.308635 1.174144 1.547818 -0.40 -0.32 -0.76
N -0.784903 1.707298 -0.053177 -1.97 2.99 0.96
N -2.499038 0.457798 0.637328 -2.13 -1.95 1.15
N -1.531321 -0.307854 0.203441 -2.03 -4.67 0.45
O 0.963669 -1.224102 -1.028900 -1.04 -5.26 -1.38
H -2.505807 2.557250 0.655337 -1.82 2.50 0.84
H 2.740809 1.188803 -1.621263 -0.37 -0.12 0.79
H -1.554858 -2.241166 -0.576777 1.16 -1.26 -3.10
H -0.956388 -2.216168 1.114192 0.71 0.73 -0.84
H -2.524016 -2.096041 0.673014 -0.40 0.92 0.09
H 2.982332 -0.574296 -1.156896 -0.77 2.34 1.00

***

[2]
20
Properties=species:S:1:pos:R:3:forces:R:3 method="wB97M-V/def2-TZVPD" e_lumo_ev=-0.7 e_above_lowest_ev=5.151 orbital_gap_ev=8.698 max_force_ha_per_bohr=0.116
C -0.739759 -1.624765 -0.119497 2.03 -1.79 -5.29
O 0.701572 -1.788708 -0.025897 0.35 -0.10 1.23
C 1.382339 -0.952706 -0.754402 1.09 0.08 -1.78
N 0.952029 -0.054138 -1.535804 0.80 -1.21 0.64
C 0.443242 1.117306 -1.785165 -0.94 1.40 2.15
N 0.082681 2.046684 -0.938393 -0.34 -0.46 -1.70
C 0.285811 2.080508 0.360298 -1.11 0.76 1.36
C 1.427657 1.978395 1.066350 -2.97 -0.26 1.31
N 2.663611 1.832384 0.595989 5.01 -0.09 -2.25
O 3.632181 2.010523 1.354867 -1.15 -0.28 -0.04
O 2.871333 1.589043 -0.620118 -0.72 0.39 1.14
S 3.121582 -1.396718 -1.172888 -0.85 0.33 0.45
C 3.578406 -2.369413 0.126777 -0.32 0.22 -0.18
N 3.946000 -2.994469 1.014843 0.18 -0.40 0.42
H -1.238238 -1.417294 0.718159 -1.34 0.28 3.81
H -1.030330 -2.621230 -0.647174 -0.12 2.09 0.96
H -0.751458 -0.729791 -0.748041 -1.42 -0.60 -0.22
H 0.118480 1.323311 -2.749640 -0.04 0.07 -1.99
H -0.621049 2.427169 0.992767 1.41 -0.83 -1.06
H 1.310423 1.988028 2.112580 0.45 0.40 1.03

***

[3]
14
Properties=species:S:1:pos:R:3:forces:R:3 method="wB97M-V/def2-TZVPD" e_lumo_ev=-5.0 smiles=C#[N+]Cc1ccco1 total_charge=+1 e_above_lowest_ev=0.811 orbital_gap_ev=7.909 max_force_ha_per_bohr=0.100
C 1.865117 -1.666888 1.497993 -0.83 -0.44 -1.42
N 0.760293 -1.539817 1.207422 4.64 -0.87 2.06
C -0.518035 -1.187535 0.927366 -3.14 1.94 0.39
C -0.458022 -0.059272 -0.046345 0.60 -0.28 -1.40
C -0.019354 1.205406 0.131010 -0.86 0.09 0.86
C -0.258653 1.843952 -1.137902 0.97 0.44 1.10
C -0.712188 0.917102 -1.982298 0.45 -0.35 -0.03
O -0.711383 -0.287860 -1.361236 -1.49 -0.65 0.14
H 2.947281 -1.881662 1.456568 -0.84 0.28 0.49
H -1.009167 -0.677345 1.806982 0.79 -0.94 -0.27
H -1.105144 -2.078751 0.734130 -0.14 0.04 -0.59
H 0.262439 1.583538 1.131490 -0.13 0.18 -1.04
H 0.009530 2.838186 -1.366196 -0.14 0.90 -0.23
H -1.052715 0.990946 -2.998984 0.12 -0.33 -0.08

***

[4]
16
Properties=species:S:1:pos:R:3:forces:R:3 method="wB97M-V/def2-TZVPD" e_lumo_ev="3.4 / 3.5" total_charge=-1 e_above_lowest_ev=5.175 orbital_gap_ev="6.720 / 6.640" max_force_ha_per_bohr=0.103
C -0.139455 1.897835 1.149088 0.74 -0.28 1.14
C 0.740480 1.434321 0.152401 -0.91 0.94 -1.25
C -1.118209 1.047521 1.657138 -0.27 1.83 0.52
C 0.447634 0.193065 -0.436764 0.19 0.02 1.09
C -0.567648 -0.623147 0.102513 1.99 -1.89 -2.07
C 1.163983 -0.403111 -1.595436 3.38 -3.07 2.73
N -1.265079 -0.175628 1.098974 -1.81 0.50 2.07
O -2.188242 -0.871490 1.668732 -0.59 -0.92 0.10
O -0.577417 -3.737135 -1.640671 0.21 0.14 0.48
S -0.219685 -3.314381 -0.228561 -0.51 1.03 -0.35
H 0.181610 2.841616 1.629937 -0.93 -0.46 -0.21
H 1.376085 2.253286 -0.304154 -0.21 -1.50 0.50
H -1.934318 1.206772 2.451973 1.78 0.09 -1.28
H 2.251811 -0.086251 -1.705402 -1.10 -0.38 0.51
H 0.741726 -0.067788 -2.425558 -2.09 1.19 -3.97
H 1.106724 -1.595484 -1.574209 0.13 2.75 -0.02

***

[5]
16
Properties=species:S:1:pos:R:3:forces:R:3 method="wB97M-V/def2-TZVPD" e_lumo_ev="3.7 / 3.7" smiles="C=C1NOC(C(C)=O)=C1[O-]" total_charge=-1 e_above_lowest_ev=4.288 orbital_gap_ev="6.867 / 6.866" max_force_ha_per_bohr=0.163
C -0.837410 -2.179363 2.227984 -0.48 -0.36 0.28
C -0.608429 -1.243836 1.315779 -0.31 -0.23 0.58
N -0.163987 -1.484635 0.050628 -1.24 0.42 -0.22
O 0.366955 -0.289272 -0.458364 0.59 0.22 -0.76
C -0.339217 0.733373 0.215665 -0.21 -1.94 1.45
C -0.247622 1.959971 -0.246672 -2.82 7.65 1.90
C 0.554509 2.319255 -1.433647 0.26 1.24 1.17
O -0.874829 3.110069 0.363809 2.64 -5.17 -2.44
C -0.888495 0.259644 1.438815 0.97 -1.82 -1.36
O -1.442806 0.741102 2.384139 -0.79 0.88 1.24
H -0.769440 -3.248642 1.970551 0.09 0.56 0.45
H -1.282413 -1.813229 3.146075 0.01 -0.40 0.08
H 0.446449 -2.252278 -0.060338 1.04 -0.40 -0.28
H 1.620014 2.276659 -1.179435 -0.09 0.36 -0.14
H 0.147341 3.305218 -1.609630 0.71 0.57 -0.34
H 0.401325 1.749321 -2.283846 -0.37 -1.56 -1.62

***

[6]
16
Properties=species:S:1:pos:R:3:forces:R:3 method="wB97M-V/def2-TZVPD" e_lumo_ev=3.7 smiles="O=C1O[C@]12CCCN=C2[O-]" total_charge=-1 e_above_lowest_ev=2.629 orbital_gap_ev=7.654 max_force_ha_per_bohr=0.119
O -2.830950 -1.656084 0.872522 -0.50 -0.47 0.58
C -2.212457 -0.969395 0.128800 -2.58 -0.81 -0.11
O -2.283650 -0.657209 -1.177298 0.53 0.02 0.94
C -1.140336 -0.209970 -0.193052 4.77 3.33 -1.91
C 0.168623 -0.967460 -0.399467 1.03 -2.08 0.74
C 1.311801 -0.390519 0.475278 -2.44 1.29 1.92
C 1.469366 1.078553 0.103171 1.18 0.98 -1.50
N 0.345764 2.052084 0.186367 0.14 -2.66 0.07
C -0.845491 1.548445 -0.072973 -0.88 -0.32 1.62
O -1.907590 2.158646 -0.045197 -0.49 -0.11 -0.66
H 0.070239 -2.038117 -0.040388 -0.28 0.82 -0.55
H 0.560816 -1.073060 -1.452215 -0.81 0.63 0.79
H 1.060653 -0.408516 1.584058 -0.31 -0.19 -1.06
H 2.177151 -1.011072 0.455659 0.99 -0.20 -0.69
H 2.398540 1.534383 0.562299 -1.04 -0.42 -0.30
H 1.657518 1.009291 -0.987563 0.68 0.21 0.11

***

[7]
17
Properties=species:S:1:pos:R:3:forces:R:3 method="wB97M-V/def2-TZVPD" e_lumo_ev="3.2 / 3.2" total_charge=-1 e_above_lowest_ev=6.591 orbital_gap_ev="7.247 / 7.248" max_force_ha_per_bohr=0.051
C -1.045100 -1.749520 -0.437377 -0.04 -0.57 1.18
C -0.336599 -0.862376 -1.156893 -0.95 -0.62 0.96
C -0.560152 -1.223249 0.898960 1.20 1.78 -0.67
C -1.447728 0.194785 1.164340 0.23 -0.10 0.55
C -0.290953 1.042955 0.671241 1.15 -0.64 1.38
C 0.462025 -0.142212 -0.084123 1.63 2.00 0.37
N 0.754068 -1.104563 1.034271 -1.62 -1.16 0.48
O 1.438833 1.931658 -1.223419 0.82 -0.04 0.40
O 2.905177 0.610434 0.348617 0.12 0.65 -1.17
O 2.289036 -0.199382 -1.941720 0.82 -0.31 -0.18
S 2.010000 0.645182 -0.799541 -1.26 -0.70 0.85
H -1.795097 -2.542281 -0.345116 0.16 0.45 -1.36
H -0.338488 -0.521360 -2.163791 -0.05 -0.15 -0.71
H -2.217839 0.256174 0.409802 -0.55 -0.28 0.15
H -1.870691 0.330096 2.172550 0.45 0.00 -0.35
H -0.344909 1.831284 -0.020306 -1.35 1.01 -0.91
H 0.388416 1.502376 1.472504 -0.76 -1.32 -0.96

***

[8]
20
Properties=species:S:1:pos:R:3:forces:R:3 method="wB97M-V/def2-TZVPD" e_lumo_ev=3.4 total_charge=-1 e_above_lowest_ev=3.445 orbital_gap_ev=8.349 max_force_ha_per_bohr=0.069
O 0.601485 2.334975 0.884652 0.07 0.01 0.06
C 0.111032 1.239212 0.977745 0.02 0.24 0.58
C 0.755085 -0.038584 0.542911 0.63 -0.09 -0.16
C 0.862095 -0.662488 -0.625759 0.47 0.03 0.04
C 0.264307 -0.298534 -1.952538 0.17 -0.01 -0.22
C -1.125511 -0.897329 -2.005782 0.01 2.62 2.41
N -1.259791 -2.241935 -2.026128 -0.48 -1.41 -0.40
O -0.436395 -2.883279 -2.713575 0.15 0.03 0.10
O -2.226670 -2.791524 -1.492928 0.01 -0.15 0.24
S -2.045037 0.049009 -0.682296 -1.49 0.32 -0.27
O -1.602000 1.416580 -0.852457 0.38 -0.01 0.03
O -3.455904 -0.173417 -0.813068 0.25 -0.45 0.31
O -1.794522 -0.149450 1.055653 -0.52 -0.64 -0.83
C -1.181003 0.934120 1.770149 0.05 -0.15 -2.02
H 1.156184 -0.542263 1.420088 0.00 -0.15 0.01
H 1.345525 -1.634029 -0.625563 0.05 -0.03 0.13
H 0.166718 0.779385 -2.066710 0.15 -0.12 -0.11
H 0.864621 -0.715477 -2.762831 -0.09 0.07 0.05
H -0.958769 0.578073 2.776824 0.01 -0.07 -0.05
H -1.831419 1.812409 1.781668 0.16 -0.02 0.11